No. 1
Formula: C16H39BFO5S5Sr
Source: OMol25
Level of theory: ωB97M-V/def2-TZVPD

Summary:
Strongest force on any atom (hartree/bohr): 0.08220
HOMO level (eV): -11.24
Energy (Ha): -3155.2755
Net charge: +1
E_LUMO (eV): -1.754
Orbital gap (Eh): 0.34861

Each line ends with the Löwdin charge.
CARTESIAN COORDINATES (ANGSTROEM)
Sr 0.870 -1.759 -0.677  1.489
B -0.703 0.010 0.109  -0.563
H -0.198 0.416 -0.753  -0.078
H -1.181 -0.909 -0.193  -0.079
H 0.048 -0.274 0.829  -0.081
H -1.367 0.727 0.566  -0.017
F -0.271 5.761 0.316  0.051
C 0.012 5.040 1.427  -0.278
C -0.559 3.808 1.592  -0.020
C -0.232 3.071 2.737  -0.078
C 0.703 3.600 3.628  -0.113
C 1.247 4.864 3.465  -0.083
C 0.917 5.568 2.332  -0.015
H -1.339 3.431 0.947  0.119
H -0.678 2.097 2.878  0.105
H 0.949 3.076 4.539  0.100
H 1.779 5.290 4.303  0.112
H 1.224 6.603 2.293  0.121
C -2.560 -5.438 -0.998  -0.201
S -1.949 -3.877 -1.871  0.885
O -0.603 -3.619 -1.197  -0.703
C -1.642 -4.625 -3.552  -0.227
H -1.703 -6.104 -0.898  0.064
H -3.443 -5.892 -1.447  0.058
H -2.958 -5.157 -0.022  0.034
H -1.383 -5.683 -3.510  0.055
H -0.879 -4.074 -4.102  0.040
H -2.549 -4.651 -4.155  0.057
C 2.333 -0.426 3.217  -0.228
S 3.325 -0.107 1.689  0.954
O 2.767 -1.182 0.712  -0.710
C 2.526 1.528 1.349  -0.225
H 2.694 0.243 3.997  0.054
H 2.560 -1.444 3.535  0.054
H 1.264 -0.338 3.023  0.044
H 2.753 2.154 2.211  0.052
H 1.440 1.442 1.406  0.025
H 2.754 1.953 0.371  0.033
C -2.506 -2.456 1.915  -0.179
S -0.875 -3.441 2.193  0.922
O 0.151 -2.659 1.385  -0.735
C -0.624 -3.096 4.014  -0.225
H -2.893 -2.592 0.905  0.036
H -2.324 -1.411 2.164  0.056
H -3.272 -2.841 2.588  0.047
H -1.523 -3.290 4.599  0.053
H -0.279 -2.071 4.146  0.043
H 0.120 -3.716 4.514  0.051
C 3.517 2.218 -2.443  -0.205
S 1.859 1.356 -2.663  0.914
O 2.057 0.188 -1.735  -0.675
C 0.816 2.618 -1.833  -0.225
H 3.403 3.292 -2.295  0.047
H 4.251 2.039 -3.229  0.049
H 4.057 1.871 -1.562  0.046
H 0.850 2.424 -0.761  0.032
H -0.205 2.383 -2.135  0.034
H 1.031 3.670 -2.021  0.068
C -0.645 0.470 -4.933  -0.217
S -1.147 -1.045 -3.946  0.889
O 0.033 -1.402 -3.074  -0.665
C -2.345 -0.141 -2.819  -0.219
H 0.128 0.087 -5.600  0.053
H -0.240 1.200 -4.232  -0.003
H -1.459 0.907 -5.512  0.063
H -1.997 0.848 -2.518  0.044
H -2.624 -0.728 -1.945  0.036
H -3.283 0.192 -3.264  0.058



No. 2
Formula: C27H45AgN6O2S2SbSi3
Source: OMol25
Level of theory: ωB97M-V/def2-TZVPD

Summary:
Strongest force on any atom (hartree/bohr): 0.01309
HOMO level (eV): -3.45
Energy (Ha): -3587.1398
Net charge: -1
E_LUMO (eV): 2.278
Orbital gap (Eh): 0.21061

Each line ends with the Löwdin charge.
CARTESIAN COORDINATES (ANGSTROEM)
Ag -0.060 1.196 1.201  0.583
C -0.589 4.792 3.993  -0.056
C -0.146 3.388 3.600  -0.511
O -0.985 2.733 2.893  -0.181
C 1.102 2.982 4.025  -0.066
C 1.822 1.768 3.737  -0.358
C 3.196 1.656 4.364  -0.062
N 1.363 0.817 2.987  -0.027
N 2.258 -0.241 2.779  -0.023
C 1.716 -1.268 2.147  -0.541
O 0.548 -1.413 1.715  -0.174
C 2.707 -2.376 1.866  -0.142
C 2.356 -3.384 0.976  -0.054
C 3.244 -4.403 0.665  -0.097
C 4.501 -4.432 1.251  -0.117
C 4.858 -3.435 2.152  -0.104
C 3.969 -2.417 2.457  -0.048
H -0.498 5.451 3.125  0.069
H 0.004 5.210 4.804  0.059
H -1.640 4.772 4.285  0.068
H 1.636 3.689 4.646  0.070
H 3.346 2.447 5.096  0.056
H 3.966 1.737 3.594  0.068
H 3.329 0.683 4.835  0.062
H 1.370 -3.343 0.535  0.086
H 2.955 -5.177 -0.035  0.095
H 5.196 -5.227 1.013  0.089
H 5.833 -3.456 2.623  0.091
H 4.232 -1.634 3.155  0.101
N 3.907 0.609 0.464  0.114
C 3.281 1.368 -0.460  -0.709
N 2.096 1.877 -0.297  0.077
C 1.748 2.682 -1.356  -0.360
C 2.652 2.754 -2.364  -0.386
S 4.049 1.814 -1.966  0.995
C 0.468 3.403 -1.282  -0.354
C -0.006 4.315 -2.169  -0.378
S -1.510 4.958 -1.601  0.997
C -1.383 3.935 -0.192  -0.704
N -0.317 3.189 -0.178  0.041
N -2.310 3.886 0.783  0.096
H 3.352 0.300 1.309  0.075
H 4.668 0.024 0.171  0.087
H 2.587 3.302 -3.286  0.063
H 0.432 4.653 -3.089  0.062
H -3.009 4.608 0.809  0.089
H -1.969 3.463 1.689  0.068
C -3.126 -3.761 -1.293  -0.218
Si -2.459 -2.680 0.103  0.305
C -3.929 -2.050 1.099  -0.235
C -1.407 -3.772 1.195  -0.221
Sb -1.303 -0.544 -0.722  0.918
Si -3.321 0.388 -2.013  0.285
C -4.380 1.218 -0.696  -0.232
C -4.425 -0.786 -2.994  -0.233
C -2.779 1.752 -3.195  -0.228
Si 0.209 -1.319 -2.635  0.301
C -0.369 -2.864 -3.547  -0.234
C 0.357 0.053 -3.915  -0.220
C 1.922 -1.661 -1.934  -0.212
H -3.655 -4.610 -0.852  0.029
H -2.326 -4.158 -1.911  0.001
H -3.817 -3.231 -1.943  -0.005
H -4.392 -2.873 1.648  0.025
H -4.686 -1.611 0.448  0.003
H -3.622 -1.292 1.818  0.034
H -2.084 -4.434 1.741  0.028
H -0.816 -3.181 1.891  0.009
H -0.727 -4.395 0.614  0.021
H -4.806 0.514 0.018  0.005
H -5.200 1.766 -1.168  0.028
H -3.775 1.929 -0.131  0.002
H -4.973 -1.470 -2.348  0.008
H -3.862 -1.379 -3.714  0.017
H -5.155 -0.188 -3.545  0.026
H -1.903 2.285 -2.832  -0.011
H -3.595 2.472 -3.288  0.028
H -2.552 1.375 -4.191  0.017
H -1.379 -2.751 -3.940  0.016
H -0.351 -3.744 -2.907  0.012
H 0.307 -3.048 -4.386  0.027
H -0.528 0.118 -4.544  0.013
H 1.214 -0.164 -4.557  0.030
H 0.523 1.026 -3.456  0.007
H 2.069 -2.719 -1.719  0.018
H 2.101 -1.116 -1.009  0.004
H 2.675 -1.351 -2.662  0.026